(1)
# C22H23F3N2PdS

A structure of composition C22H23F3N2PdS (wB97M-V/def2-TZVPD, the OMol25 dataset).

Geometry as XYZ:
```
52
Properties=species:S:1:pos:R:3:forces:R:3
Pd -0.596 0.438 0.538 0.382 -0.318 0.161
C -1.007 -2.092 0.010 0.294 -0.124 0.077
C -0.780 -1.874 1.413 0.115 0.045 -0.051
C -1.780 -0.996 1.890 -0.285 -0.124 0.148
C -2.600 -0.639 0.784 -0.420 0.130 -0.028
C -2.134 -1.360 -0.369 -0.274 0.340 -0.143
C -2.763 -1.375 -1.729 0.042 0.112 -0.019
C -3.868 0.150 0.900 -0.038 -0.096 -0.058
C -2.084 -0.679 3.323 0.010 -0.010 0.010
C 0.266 -2.509 2.265 0.105 0.024 0.014
C -0.236 -3.015 -0.882 0.060 0.023 -0.005
H -2.847 -2.399 -2.102 -0.003 0.018 0.012
H -2.179 -0.812 -2.466 -0.042 -0.039 0.066
H -3.767 -0.947 -1.709 0.075 -0.029 0.001
H -4.649 -0.438 1.395 0.016 0.008 -0.034
H -4.246 0.451 -0.076 0.016 0.016 0.017
H -3.716 1.051 1.490 0.007 0.045 0.048
H -3.139 -0.877 3.534 0.039 -0.014 0.000
H -1.880 0.360 3.577 -0.008 0.016 -0.017
H -1.487 -1.299 3.991 0.005 0.025 -0.005
H -0.174 -3.278 2.908 0.025 0.005 -0.016
H 0.740 -1.769 2.913 -0.010 -0.016 -0.010
H 1.047 -2.979 1.668 -0.012 0.019 0.017
H -0.915 -3.667 -1.438 0.019 0.015 0.021
H 0.441 -3.652 -0.311 -0.031 0.037 -0.031
H 0.364 -2.481 -1.628 -0.045 -0.059 0.067
F 2.634 2.613 4.410 -0.016 0.003 0.086
C 3.177 2.942 3.230 0.015 -0.158 -0.139
F 2.597 4.078 2.820 -0.014 0.073 0.005
F 4.476 3.232 3.467 -0.053 0.034 0.029
C 3.047 1.837 2.213 0.017 -0.013 0.001
C 4.182 1.340 1.607 0.007 0.020 0.034
C 4.084 0.342 0.642 0.095 -0.009 0.017
C 2.823 -0.114 0.333 -0.207 -0.114 0.062
N 1.715 0.341 0.923 0.157 0.240 -0.234
C 1.780 1.321 1.849 0.046 0.001 0.039
S 0.247 1.844 2.454 0.121 -0.021 -0.106
H 5.150 1.735 1.885 -0.024 -0.004 -0.006
H 4.959 -0.066 0.152 -0.094 0.058 0.055
H 2.681 -0.897 -0.406 -0.039 0.051 -0.001
N -0.465 1.641 -1.132 0.078 -0.578 -0.435
C -0.203 1.501 -2.429 -0.123 0.234 0.098
C -0.500 2.548 -3.346 0.011 0.047 0.080
C -0.261 2.380 -4.691 0.070 -0.098 -0.064
C 0.279 1.185 -5.174 -0.030 -0.051 0.114
C 0.586 0.146 -4.287 -0.015 0.151 -0.115
C 0.357 0.292 -2.938 -0.064 0.206 0.106
H -0.914 3.472 -2.960 0.012 -0.070 -0.011
H -0.491 3.184 -5.379 0.000 -0.034 0.010
H 0.455 1.061 -6.237 0.006 0.006 0.095
H 1.010 -0.778 -4.663 -0.022 0.024 0.004
H 0.583 -0.491 -2.229 0.024 -0.048 0.031
```
Forces are in eV/Å.

Output
2S+1	5
net charge	0
frontier orbital gap (spin up / spin down)	7.4 / 6.2	eV
LUMO energy (spin up / spin down)	0.574 / -1.404	eV
M	510.92	g/mol

Just the Löwdin charges please, in e? Sure, here they are: 0.75 -0.23 -0.25 -0.32 -0.30 -0.25 -0.02 -0.04 -0.05 -0.04 -0.03 0.08 0.07 0.07 0.09 0.07 0.08 0.08 0.04 0.08 0.09 0.08 0.07 0.08 0.07 0.06 0.13 -0.61 0.13 0.12 -0.12 0.00 -0.06 -0.14 -0.03 -0.69 0.65 0.12 0.10 0.11 0.13 -0.39 -0.02 -0.08 -0.07 -0.08 -0.04 0.11 0.11 0.10 0.11 0.07

(2)
# C22H23N2O7P3SbSe4Zr

A structure of composition C22H23N2O7P3SbSe4Zr at a distorted geometry (wB97M-V/def2-TZVPD, the OMol25 dataset).

Geometry as XYZ:
```
63
Properties=species:S:1:pos:R:3:forces:R:3
Zr 1.592 1.088 1.044 -1.035 -0.313 -3.089
Se 5.600 -1.630 -0.393 -0.236 -0.103 -0.010
Sb 4.436 0.361 0.345 2.683 -0.435 -0.652
Se 3.224 -0.197 2.493 0.341 -0.415 -0.273
Se 2.591 0.851 -1.334 0.389 -0.440 0.279
Se 5.928 2.258 0.526 -0.268 0.079 0.177
O 3.789 2.781 3.670 0.502 0.242 0.294
P 2.448 3.200 2.978 -0.511 0.356 -0.025
O 1.998 4.570 3.238 0.121 -0.186 -0.213
O 2.534 2.748 1.467 -0.080 1.359 1.641
O 1.450 2.084 3.763 -0.025 0.436 -0.688
P 0.039 1.672 3.073 -0.582 0.392 0.987
O -0.995 1.538 4.259 -0.003 0.486 0.314
O 0.220 0.303 2.417 -0.793 0.057 1.097
O -0.242 2.692 2.029 -0.042 -0.207 0.207
H 4.498 3.433 3.517 -0.227 -0.410 -0.124
H -1.150 2.399 4.697 0.117 -0.540 -0.271
C -1.415 3.636 -3.637 0.156 -0.008 0.357
N -0.722 3.512 -2.358 -0.057 0.124 -0.295
C -0.184 4.539 -1.600 -0.112 -0.176 -0.154
C 0.391 3.946 -0.521 -0.137 -0.354 -0.053
N 0.221 2.573 -0.607 0.062 0.521 0.342
C -0.448 2.357 -1.711 0.057 0.100 -0.043
H -1.177 4.600 -4.076 0.046 0.047 -0.006
H -2.492 3.564 -3.512 -0.106 0.001 0.054
H -1.083 2.855 -4.316 0.054 -0.065 -0.014
H -0.257 5.575 -1.899 0.000 -0.189 0.014
H 0.914 4.404 0.301 -0.003 -0.071 0.033
H -0.722 1.387 -2.102 0.040 0.091 -0.009
C -1.073 -2.844 -4.426 0.022 0.001 0.011
C 0.017 -3.289 -3.694 0.048 0.056 0.132
C 0.324 -2.724 -2.456 -0.223 0.062 -0.135
C -0.466 -1.708 -1.921 -0.160 0.521 -0.267
C -1.549 -1.251 -2.688 0.104 -0.106 -0.044
C -1.856 -1.815 -3.920 0.063 0.063 0.121
P -0.193 -0.853 -0.289 -0.422 -1.162 0.274
C 0.656 -2.192 0.657 -0.178 0.105 0.004
C 0.088 -2.801 1.776 0.013 0.048 0.055
C 0.799 -3.749 2.495 0.047 -0.004 -0.007
C 2.092 -4.094 2.113 -0.039 -0.047 0.122
C 2.671 -3.478 1.019 -0.054 -0.082 0.056
C 1.960 -2.527 0.305 -0.184 -0.310 0.083
C -1.929 -0.921 0.336 -0.019 0.016 -0.148
C -2.679 -2.101 0.335 -0.047 -0.030 -0.021
C -3.998 -2.104 0.763 0.035 -0.013 -0.008
C -4.594 -0.919 1.191 0.086 0.031 -0.031
C -3.867 0.262 1.175 0.124 -0.050 -0.063
C -2.539 0.262 0.744 -0.101 -0.004 0.101
H -1.310 -3.292 -5.386 0.028 0.040 0.081
H 0.645 -4.085 -4.083 -0.051 0.082 0.054
H 1.175 -3.098 -1.917 0.160 -0.064 0.133
H -2.181 -0.459 -2.302 -0.052 -0.015 0.022
H -2.710 -1.452 -4.482 0.031 -0.003 0.036
H -0.898 -2.514 2.110 -0.023 -0.003 0.022
H 0.344 -4.211 3.364 0.024 0.035 -0.021
H 2.656 -4.821 2.692 -0.080 0.075 -0.080
H 3.692 -3.678 0.734 0.091 0.000 -0.039
H 2.452 -2.049 -0.519 0.245 0.271 -0.322
H -2.222 -3.025 -0.006 -0.024 0.066 0.021
H -4.565 -3.031 0.762 0.080 0.118 0.005
H -5.623 -0.922 1.532 0.043 0.006 -0.024
H -4.325 1.191 1.498 0.038 -0.062 -0.012
H -1.978 1.191 0.741 0.027 -0.021 0.010
```
Forces are in eV/Å.

Output
net charge	-1
frontier orbital gap	6.0	eV
LUMO energy	2.001	eV
energy above the lowest of the compared OMol25 structures with the same formula, charge and spin	3.114	eV
M	1049.18	g/mol

Just the natural (NBO) charges please, in e? Sure, here they are: 1.28 -0.76 1.02 -0.40 -0.45 -0.74 -0.98 2.57 -1.09 -1.11 -1.06 2.52 -0.97 -1.11 -1.07 0.53 0.52 -0.40 -0.34 -0.10 -0.05 -0.50 0.20 0.21 0.20 0.22 0.22 0.25 0.21 -0.20 -0.22 -0.14 -0.32 -0.21 -0.22 0.91 -0.33 -0.21 -0.21 -0.22 -0.14 -0.24 -0.32 -0.19 -0.22 -0.21 -0.21 -0.20 0.21 0.21 0.23 0.21 0.21 0.22 0.20 0.21 0.24 0.25 0.22 0.21 0.21 0.21 0.24

(3)
# C22H23N3O2

The molecule C22H23N3O2 (wB97M-V/def2-TZVPD, the OMol25 dataset).

Geometry as XYZ:
```
50
Properties=species:S:1:pos:R:3:forces:R:3
C -4.862 -4.318 -1.376 0.159 0.645 0.216
C -4.583 -3.215 -0.991 -0.201 -0.823 -0.277
C -4.253 -1.917 -0.532 0.137 0.541 0.193
C -4.798 -1.435 0.659 0.043 -0.040 -0.060
C -4.472 -0.170 1.102 0.161 0.224 0.004
C -3.583 0.623 0.381 -0.351 -0.280 -0.183
C -3.294 2.001 0.865 -0.042 0.254 0.005
O -4.168 2.750 1.259 -0.125 -0.118 0.059
N -2.000 2.424 0.806 0.065 0.552 0.021
C -0.830 1.686 0.575 0.510 -0.226 -0.048
C -0.672 0.382 1.045 0.081 0.240 -0.014
C 0.492 -0.306 0.802 0.045 0.015 -0.156
C 1.561 0.261 0.086 -0.344 0.452 0.022
N 2.726 -0.444 -0.058 0.245 -0.181 -0.074
C 2.730 -1.850 -0.387 -0.071 -0.323 0.152
C 3.656 -2.624 0.549 0.078 0.097 -0.403
C 5.070 -2.051 0.458 -0.034 -0.006 0.433
C 6.024 -2.769 1.408 -0.121 0.106 -0.285
C 5.005 -0.555 0.765 -0.052 -0.024 -0.357
C 4.027 0.164 -0.169 0.329 0.100 0.233
C 1.396 1.580 -0.385 -0.046 -0.407 0.116
C 2.362 2.213 -1.329 -0.047 0.154 -0.085
N 2.662 3.508 -1.051 0.114 0.352 0.040
O 2.814 1.648 -2.303 0.037 -0.168 -0.127
C 0.218 2.271 -0.120 -0.310 -0.166 0.202
C -3.058 0.151 -0.819 -0.112 0.098 0.108
C -3.390 -1.109 -1.273 -0.049 -0.027 0.004
H -5.109 -5.279 -1.715 -0.133 -0.528 -0.184
H -5.478 -2.056 1.223 -0.026 -0.038 0.017
H -4.896 0.220 2.015 -0.054 0.043 0.057
H -1.881 3.414 0.984 -0.158 -0.173 0.051
H -1.458 -0.081 1.621 -0.013 -0.057 0.065
H 0.597 -1.302 1.203 0.059 -0.083 0.076
H 1.715 -2.244 -0.346 0.049 0.039 -0.064
H 3.093 -1.964 -1.420 -0.075 -0.054 -0.002
H 3.655 -3.681 0.274 -0.001 -0.080 0.017
H 3.294 -2.537 1.575 -0.036 -0.019 0.082
H 5.432 -2.181 -0.568 -0.030 0.012 -0.040
H 7.027 -2.358 1.325 0.142 0.014 0.040
H 6.066 -3.830 1.176 0.043 -0.142 0.026
H 5.691 -2.656 2.438 -0.029 0.006 0.144
H 5.994 -0.105 0.659 0.073 0.033 0.030
H 4.677 -0.416 1.797 0.017 0.021 0.084
H 3.961 1.213 0.126 0.042 -0.061 -0.058
H 4.392 0.123 -1.205 -0.025 0.079 0.069
H 3.245 4.018 -1.693 -0.036 -0.059 -0.010
H 2.298 3.980 -0.243 0.041 -0.067 0.013
H 0.090 3.270 -0.514 -0.036 0.072 -0.080
H -2.397 0.774 -1.404 0.078 0.029 -0.024
H -2.985 -1.478 -2.204 0.006 -0.028 -0.048
```
Forces are in eV/Å.

Output
SMILES	C#Cc1ccc(C(=O)Nc2ccc(N3CCC(C)CC3)c(C(N)=O)c2)cc1
net charge	0
frontier orbital gap	7.8	eV
LUMO energy	0.268	eV
energy above the lowest of the compared OMol25 structures with the same formula, charge and spin	2.366	eV
M	361.44	g/mol

Just the natural (NBO) charges please, in e? Sure, here they are: -0.20 -0.02 -0.13 -0.17 -0.17 -0.16 0.66 -0.59 -0.61 0.10 -0.20 -0.23 0.21 -0.44 -0.20 -0.40 -0.22 -0.60 -0.40 -0.20 -0.14 0.66 -0.83 -0.61 -0.22 -0.13 -0.18 0.23 0.22 0.23 0.41 0.23 0.22 0.21 0.19 0.21 0.20 0.19 0.21 0.21 0.20 0.21 0.20 0.20 0.20 0.41 0.40 0.21 0.22 0.22

(4)
# C22H23N3O3S

The molecule C22H23N3O3S (wB97M-V/def2-TZVPD, the OMol25 dataset).

Geometry as XYZ:
```
52
Properties=species:S:1:pos:R:3:forces:R:3
C -2.188 -3.280 1.084 0.009 -0.017 -0.072
C -3.164 -2.343 0.441 -0.047 0.090 -0.016
C -4.437 -2.768 0.088 0.025 0.023 0.006
C -5.319 -1.898 -0.526 0.106 0.000 0.041
C -4.966 -0.589 -0.817 0.095 0.202 -0.035
C -5.931 0.337 -1.501 0.136 -0.046 0.072
C -3.685 -0.159 -0.456 -0.113 -0.892 0.261
N -3.268 1.158 -0.687 0.605 0.437 -0.419
S -1.746 1.476 -1.324 -0.248 0.127 -0.277
O -1.305 0.397 -2.158 0.004 -0.062 0.390
O -1.861 2.783 -1.907 -0.102 0.033 0.221
C -0.677 1.548 0.111 -0.284 -0.092 -0.465
C 0.403 0.687 0.113 0.245 -0.124 0.063
C 1.283 0.681 1.188 -0.306 0.213 0.094
C 2.455 -0.240 1.284 -0.117 -0.022 -0.129
O 2.914 -0.592 2.354 0.068 0.085 0.227
N 2.963 -0.650 0.098 0.046 -0.121 -0.343
C 4.127 -1.499 0.016 0.032 -0.197 0.166
C 5.331 -0.774 -0.526 0.122 0.073 -0.105
C 6.186 -1.374 -1.442 -0.077 0.128 0.164
C 7.284 -0.659 -1.895 -0.059 -0.264 -0.069
N 7.561 0.573 -1.507 0.453 0.225 -0.229
C 6.748 1.145 -0.636 -0.250 0.091 0.242
C 5.626 0.522 -0.115 0.054 -0.142 -0.081
C 1.040 1.548 2.252 0.088 -0.159 -0.102
C -0.035 2.415 2.228 -0.044 -0.056 -0.160
C -0.919 2.436 1.151 -0.028 0.075 0.104
C -2.091 3.357 1.118 -0.085 0.204 0.152
C -2.805 -1.031 0.170 -0.192 -0.146 0.008
H -2.698 -3.973 1.750 0.030 -0.052 0.065
H -1.678 -3.865 0.318 0.077 -0.071 0.013
H -1.437 -2.733 1.649 0.072 -0.020 0.070
H -4.740 -3.784 0.293 -0.032 -0.114 0.038
H -6.306 -2.246 -0.797 -0.103 -0.003 -0.036
H -6.844 -0.195 -1.756 -0.050 0.043 -0.029
H -5.499 0.734 -2.420 -0.051 0.074 -0.095
H -6.196 1.174 -0.854 -0.091 0.110 -0.018
H -3.960 1.755 -1.115 0.085 0.250 -0.110
H 0.497 0.014 -0.726 0.097 -0.127 -0.034
H 2.608 -0.262 -0.761 -0.010 0.064 0.118
H 3.904 -2.375 -0.603 0.071 0.060 0.105
H 4.332 -1.832 1.040 -0.052 -0.035 -0.214
H 6.002 -2.379 -1.792 -0.018 -0.104 -0.064
H 7.974 -1.092 -2.607 0.003 -0.116 -0.067
H 7.013 2.152 -0.341 -0.055 0.087 0.084
H 4.996 1.026 0.601 -0.052 0.086 0.059
H 1.713 1.523 3.096 0.045 -0.014 0.072
H -0.200 3.086 3.058 -0.033 0.084 0.056
H -3.001 2.802 1.344 -0.066 0.035 0.027
H -2.198 3.784 0.124 -0.085 0.142 0.092
H -1.977 4.153 1.851 0.000 0.041 0.030
H -1.825 -0.674 0.444 0.084 -0.082 0.128
```
Forces are in eV/Å.

Output
SMILES	Cc1ccc(C)c(NS(=O)(=O)c2cc(C(=O)NCc3ccncc3)ccc2C)c1
net charge	0
frontier orbital gap	8.9	eV
LUMO energy	0.241	eV
energy above the lowest of the compared OMol25 structures with the same formula, charge and spin	1.132	eV
M	409.51	g/mol

Just the natural (NBO) charges please, in e? Sure, here they are: -0.63 0.01 -0.23 -0.17 -0.09 -0.64 0.23 -0.88 2.31 -0.93 -0.94 -0.37 -0.12 -0.17 0.66 -0.62 -0.60 -0.26 0.01 -0.25 0.04 -0.42 0.04 -0.26 -0.12 -0.22 0.06 -0.66 -0.26 0.22 0.22 0.22 0.21 0.21 0.23 0.22 0.21 0.42 0.24 0.40 0.20 0.26 0.21 0.19 0.19 0.22 0.24 0.22 0.24 0.25 0.22 0.21